No. 1
C6H14N2O | the ωB97M-V functional and the def2-TZVPD basis

Positions of all 23 atoms, in Å:
C (1.0860, 0.4240, -1.8993)
C (-0.2347, 0.5318, -1.7466)
N (-1.1465, 1.4503, -1.3694)
O (-1.1856, -0.5774, -1.9300)
C (-1.0458, -1.3236, -3.1431)
H (1.5459, -0.4859, -2.2379)
H (1.7062, 1.2894, -1.7350)
H (-1.9724, 0.5439, -1.4963)
H (-0.8281, 2.1294, -0.6926)
H (-0.9819, -0.6468, -4.0001)
H (-1.9182, -1.9703, -3.2159)
H (-0.1340, -1.9231, -3.0950)
C (-0.8785, -0.2151, 3.2998)
C (-0.5504, 0.2688, 2.0990)
N (0.7178, 0.5254, 1.6203)
C (1.8713, 0.0170, 2.3294)
H (-0.1400, -0.5443, 4.0140)
H (-1.9115, -0.2487, 3.6043)
H (-1.3359, 0.5890, 1.4233)
H (0.8134, 0.4901, 0.6143)
H (1.9148, 0.4777, 3.3188)
H (2.7715, 0.2714, 1.7715)
H (1.8368, -1.0729, 2.4664)

Atoms 1-2, force components in eV/Å:
-0.3 0.1 -0.1
-1.0 -1.5 0.0

Properties
ΔE to the lowest compared entry with this formula, charge and spin in kJ/mol: 428.50
HOMO-LUMO gap in eV: 8.71
F_max in hartree/bohr: 0.0738
E_HOMO in Ha: -0.2889

---

No. 2
C6H14N2O | the ωB97M-V functional and the def2-TZVPD basis

Positions of all 23 atoms, in Å:
C (0.6343, -2.7138, 0.1875)
C (-0.0389, -1.5973, 0.0742)
C (0.6645, -0.3385, 0.7610)
N (2.0060, -0.0483, 0.2685)
N (2.2923, -0.1686, -1.1039)
C (-0.2633, 0.9083, 0.5006)
C (-1.5116, 0.7135, 1.3754)
O (-0.5431, 0.9308, -0.9068)
C (-1.4300, 1.9437, -1.4347)
H (0.2527, -3.6333, -0.1336)
H (1.6773, -2.6925, 0.6645)
H (-0.9901, -1.4817, -0.4759)
H (0.8646, -0.6134, 1.7571)
H (2.7562, -0.4621, 0.7344)
H (2.2744, -1.1520, -1.3589)
H (1.6436, 0.2777, -1.6757)
H (0.2999, 1.8268, 0.7417)
H (-2.0901, -0.0843, 1.0814)
H (-2.2128, 1.4292, 1.3985)
H (-1.1079, 0.4834, 2.3571)
H (-1.8877, 2.6252, -0.6646)
H (-2.3945, 1.4573, -1.8193)
H (-0.8958, 2.3899, -2.3286)

Atoms 1-2, force components in eV/Å:
1.9 0.2 0.9
0.6 1.8 0.7

Properties
ΔE to the lowest compared entry with this formula, charge and spin in kJ/mol: 432.17
HOMO-LUMO gap in eV: 9.20
F_max in hartree/bohr: 0.0774
E_HOMO in Ha: -0.3022

---

No. 3
C6H14N2O2 | the ωB97M-V functional and the def2-TZVPD basis

Positions of all 24 atoms, in Å:
C (-1.1630, 0.1752, 3.0539)
C (0.9357, 2.2442, 0.6406)
C (-0.7865, 0.7923, 1.7062)
O (-1.4740, 0.7346, 0.6839)
N (0.5521, 1.3082, 1.7007)
H (-1.4457, -0.9854, 2.7876)
H (1.2294, 1.3296, 2.4638)
H (0.3886, 3.2337, 0.6201)
H (-0.4431, 0.1466, 4.0662)
H (-2.0084, 0.6288, 3.4131)
H (2.1337, 2.6317, 0.5900)
H (0.7668, 1.9129, -0.4351)
C (-1.7578, -1.7311, -1.8535)
C (1.8993, -0.6528, -1.6499)
C (0.7159, -1.3518, -2.2496)
O (0.8659, -1.8851, -3.3184)
N (-0.4542, -1.2125, -1.4038)
H (-0.5399, -0.4958, -0.6599)
H (-1.7158, -2.2465, -2.9139)
H (2.6397, -0.2809, -2.3466)
H (-2.1226, -2.5266, -1.1235)
H (-2.4301, -0.8580, -1.7942)
H (1.6311, 0.2924, -0.9689)
H (2.5829, -1.2037, -1.0088)

Atoms 1-2, force components in eV/Å:
2.3 -3.7 0.3
2.0 1.9 -2.2

Properties
ΔE to the lowest compared entry with this formula, charge and spin in kJ/mol: 278.85
2S+1: 2
HOMO-LUMO gap (alpha / beta) in eV: 2.84 / 9.62
F_max in hartree/bohr: 0.0851
E_HOMO (alpha / beta) in Ha: 0.0273 / -0.2270
Expectation value of S²: 0.751
Charge: -1

---

No. 4
C6H14N2O2 | the ωB97M-V functional and the def2-TZVPD basis

Positions of all 24 atoms, in Å:
C (0.9266, 0.4310, 2.9344)
N (0.4571, 1.1052, 1.7046)
C (-0.9335, 1.2305, 1.7831)
C (-1.6139, 2.0182, 0.6046)
O (-1.6065, 0.5836, 2.5540)
H (1.8125, -0.2466, 2.6501)
H (1.3316, 1.1379, 3.6145)
H (0.2072, -0.3050, 3.3109)
H (1.0312, 1.9696, 1.5144)
H (-2.2229, 1.4269, -0.0942)
H (-2.3607, 2.6793, 1.0442)
H (-0.8571, 2.5697, 0.1075)
C (2.0451, 0.0487, -1.7698)
N (0.6514, -0.2631, -1.4519)
C (0.2056, -1.4178, -2.0629)
C (-1.1775, -1.8687, -1.5719)
O (0.7267, -2.0397, -2.9598)
H (2.1889, 0.3353, -2.8183)
H (2.3587, 0.8869, -1.0721)
H (2.6373, -0.8451, -1.5279)
H (0.4215, -0.0884, -0.4695)
H (-1.1267, -2.0336, -0.4704)
H (-2.0271, -1.2781, -1.7727)
H (-1.1830, -2.8441, -2.0353)

Atoms 1-2, force components in eV/Å:
2.5 -2.4 -1.8
0.1 0.8 1.4

Properties
ΔE to the lowest compared entry with this formula, charge and spin in kJ/mol: 147.79
HOMO-LUMO gap in eV: 10.21
F_max in hartree/bohr: 0.0758
E_HOMO in Ha: -0.3573

---

No. 5
C6H14N2O2 | the ωB97M-V functional and the def2-TZVPD basis

Positions of all 24 atoms, in Å:
C (-1.6196, 1.1430, -1.9296)
N (-1.7008, -0.2307, -1.4432)
C (-0.6877, -1.1036, -1.5521)
C (-0.9583, -2.4921, -1.0494)
O (0.4118, -0.7436, -1.9546)
H (-0.5710, 1.4233, -1.9449)
H (-1.8949, 1.1787, -2.9902)
H (-2.2111, 1.7681, -1.2613)
H (-2.6435, -0.4955, -1.2156)
H (-2.0180, -2.6938, -0.8878)
H (-0.4987, -3.2397, -1.6853)
H (-0.4467, -2.5920, -0.0830)
C (3.0586, 0.8128, 1.0171)
N (1.6248, 0.6333, 0.9124)
C (0.8881, 0.7229, 2.0572)
C (-0.6061, 0.6124, 1.9288)
O (1.4039, 0.9043, 3.1439)
H (3.4376, 1.1951, 0.0705)
H (3.2573, 1.5572, 1.7894)
H (3.5849, -0.1151, 1.2183)
H (1.2879, 0.0651, 0.1491)
H (-0.9992, -0.4104, 1.8274)
H (-1.0527, 1.0140, 2.8332)
H (-1.0467, 1.0863, 1.0496)

Atoms 1-2, force components in eV/Å:
0.7 -0.6 -0.3
-1.0 1.0 -0.2

Properties
ΔE to the lowest compared entry with this formula, charge and spin in kJ/mol: 57.79
HOMO-LUMO gap in eV: 9.89
F_max in hartree/bohr: 0.0273
E_HOMO in Ha: -0.3425

---

No. 6
C6H14N2O2 | the ωB97M-V functional and the def2-TZVPD basis

Positions of all 24 atoms, in Å:
C (3.0564, 0.3957, 0.7868)
N (1.7923, 1.0446, 0.4555)
C (1.3216, 2.0949, 1.3319)
C (-0.2714, 2.4135, 1.0861)
O (2.0079, 2.6139, 2.2168)
H (3.2423, -0.4541, 1.6150)
H (3.5113, -0.1363, -0.1188)
H (3.8008, 1.1365, 1.0557)
H (1.0452, 0.4256, -0.1257)
H (-0.2135, 3.4013, 0.4973)
H (-0.8172, 1.5841, 0.6553)
H (-0.5873, 2.7099, 2.0807)
C (-2.6379, -0.2536, 0.1491)
N (-1.9343, -1.1007, -0.9910)
C (-1.1344, -2.2237, -0.8017)
C (-0.3656, -2.4202, -2.0338)
O (-1.0047, -2.7636, 0.2607)
H (-3.6363, -0.4306, 0.0027)
H (-2.2335, -0.4958, 1.1255)
H (-2.3577, 0.7807, 0.0239)
H (-2.0828, -0.7890, -1.9612)
H (-1.0143, -3.0127, -2.6108)
H (-0.0122, -1.4802, -2.6607)
H (0.5251, -3.0401, -2.0392)

Atoms 1-2, force components in eV/Å:
2.1 -2.3 -0.4
-2.0 -0.9 0.4

Properties
ΔE to the lowest compared entry with this formula, charge and spin in kJ/mol: 281.75
HOMO-LUMO gap in eV: 10.03
F_max in hartree/bohr: 0.0830
E_HOMO in Ha: -0.3503

---

No. 7
C6H14N2O2 | the ωB97M-V functional and the def2-TZVPD basis

Positions of all 24 atoms, in Å:
C (0.0337, 0.6733, 2.6462)
N (-0.0606, 1.8878, 1.8322)
C (-0.5351, 1.8465, 0.5533)
C (-0.6064, 3.2149, -0.1258)
O (-0.9847, 0.8498, 0.0323)
H (-0.9684, 0.3438, 2.9171)
H (0.4108, -0.1437, 2.0338)
H (0.6671, 0.8716, 3.5000)
H (0.5097, 2.6603, 2.1101)
H (-0.2302, 3.0457, -1.1301)
H (-1.6823, 3.3829, -0.2353)
H (-0.2991, 4.0295, 0.5229)
C (0.0526, -3.2138, 0.0895)
N (0.1629, -1.9071, -0.5136)
C (0.4501, -1.8537, -1.8465)
C (0.5805, -0.4750, -2.5212)
O (0.5575, -2.8566, -2.5244)
H (1.0033, -3.7360, 0.1588)
H (-0.4385, -3.2349, 1.0632)
H (-0.6198, -3.8115, -0.5311)
H (0.0881, -1.0464, 0.0184)
H (1.3056, 0.1644, -2.0247)
H (0.9451, -0.7933, -3.4924)
H (-0.3419, 0.1015, -2.5327)

Atoms 1-2, force components in eV/Å:
-0.5 0.1 -1.0
0.1 -0.8 0.0

Properties
ΔE to the lowest compared entry with this formula, charge and spin in kJ/mol: 71.66
HOMO-LUMO gap in eV: 9.69
F_max in hartree/bohr: 0.0344
E_HOMO in Ha: -0.3360

---

No. 8
C6H14N2O2 | the ωB97M-V functional and the def2-TZVPD basis

Positions of all 24 atoms, in Å:
C (-1.5113, -0.2681, -1.8373)
N (-1.5536, -1.5114, -1.0617)
C (-0.5943, -2.0282, -0.1976)
C (-0.9177, -3.2860, 0.4884)
O (0.5123, -1.5107, -0.1117)
H (-0.8604, -0.4494, -2.7015)
H (-2.4942, 0.0176, -2.2438)
H (-1.2533, 0.5555, -1.1728)
H (-2.4962, -1.8077, -0.8553)
H (-1.8536, -3.1268, 1.1083)
H (-1.0753, -4.0502, -0.2661)
H (-0.1680, -3.6852, 1.1854)
C (0.9497, 2.8577, -0.8851)
N (0.6677, 1.8128, 0.0900)
C (1.3921, 1.8343, 1.2747)
C (1.3551, 0.6155, 2.1471)
O (1.9526, 2.8633, 1.5879)
H (1.3792, 3.7580, -0.4771)
H (1.8306, 2.3727, -1.4661)
H (0.1299, 3.2196, -1.5423)
H (0.3182, 0.9522, -0.3014)
H (2.2877, 0.6888, 2.7118)
H (0.5712, 0.5490, 2.9117)
H (1.4314, -0.3733, 1.6144)

Atoms 1-2, force components in eV/Å:
0.3 -0.4 0.2
-1.2 -0.7 0.8

Properties
ΔE to the lowest compared entry with this formula, charge and spin in kJ/mol: 124.40
HOMO-LUMO gap in eV: 9.66
F_max in hartree/bohr: 0.0530
E_HOMO in Ha: -0.3336

---

No. 9
C6H14N2O2 | the ωB97M-V functional and the def2-TZVPD basis

Positions of all 24 atoms, in Å:
C (-0.7280, 1.8087, -0.8448)
N (0.6611, 1.4914, -0.6067)
C (1.0215, 1.5359, 0.7311)
C (2.4694, 1.8657, 0.9332)
O (0.2269, 1.2565, 1.6274)
H (-0.9054, 2.1306, -1.9428)
H (-1.2870, 0.7509, -0.5817)
H (-1.1824, 2.6570, -0.2429)
H (1.3428, 1.8517, -1.2776)
H (3.1578, 1.4173, 0.0878)
H (2.6505, 2.9278, 0.7441)
H (2.8826, 1.6027, 1.8115)
C (0.5014, -2.0847, -1.3957)
N (-0.0959, -1.6904, -0.0258)
C (-1.4829, -1.8888, 0.0443)
C (-2.1349, -1.5178, 1.2580)
O (-2.0145, -2.6724, -0.7334)
H (-0.3551, -1.8974, -2.1204)
H (1.3034, -1.4801, -1.7295)
H (0.8283, -3.0860, -1.2980)
H (0.2760, -0.9698, 0.5311)
H (-1.9096, -0.4575, 1.7499)
H (-3.2226, -1.4493, 1.0635)
H (-2.0035, -2.1021, 2.2173)

Atoms 1-2, force components in eV/Å:
-2.6 -1.8 -1.1
0.3 1.4 0.5

Properties
ΔE to the lowest compared entry with this formula, charge and spin in kJ/mol: 218.93
HOMO-LUMO gap in eV: 10.03
F_max in hartree/bohr: 0.1246
E_HOMO in Ha: -0.3486

---

No. 10
C6H14N2O2 | the ωB97M-V functional and the def2-TZVPD basis

Positions of all 24 atoms, in Å:
C (-1.7919, 2.5471, -0.9422)
N (-1.1042, 1.6480, -0.0212)
C (-0.5776, 2.1900, 1.1068)
C (-0.0530, 1.2317, 2.1465)
O (-0.5698, 3.3944, 1.3079)
H (-1.1230, 3.3533, -1.2453)
H (-2.3589, 1.9276, -1.6384)
H (-2.5363, 3.1005, -0.3848)
H (-0.7331, 0.7618, -0.3260)
H (-0.1592, 0.1811, 1.8750)
H (1.0124, 1.4357, 2.2664)
H (-0.5234, 1.4224, 3.1066)
C (-0.4843, -2.5336, -1.7198)
N (0.5486, -2.4638, -0.7252)
C (1.1894, -1.2913, -0.4813)
C (2.2584, -1.3748, 0.5737)
O (0.9258, -0.2798, -1.1131)
H (-0.0784, -2.7497, -2.7066)
H (-1.1256, -3.4043, -1.5711)
H (-1.0981, -1.6469, -1.8539)
H (0.7394, -3.2899, -0.1866)
H (2.8189, -0.4516, 0.6613)
H (1.8144, -1.5842, 1.5470)
H (3.0094, -2.1235, 0.3241)

Atoms 1-2, force components in eV/Å:
0.0 -0.2 1.0
-0.3 0.3 0.4

Properties
ΔE to the lowest compared entry with this formula, charge and spin in kJ/mol: 68.18
HOMO-LUMO gap in eV: 9.71
F_max in hartree/bohr: 0.0313
E_HOMO in Ha: -0.3353